(1)
Computed, not measured: C37H38CaFN10O4S as an isolated structure, with the ωB97M-V functional and the def2-TZVPD basis.

```
92
Properties=species:S:1:pos:R:3:forces:R:3:mulliken_charge:R:1
Ca -1.100867 0.242668 1.377025 2.5026 -1.6613 1.1445 1.85
O -4.131069 -1.036811 4.110682 0.1259 -0.1417 -0.0579 -0.85
C -3.247469 -0.939098 3.241898 -0.3911 0.2369 -0.0074 -0.15
N -2.932441 0.092380 2.483432 -1.4809 -0.1116 1.0032 -0.15
C -3.551326 1.355639 2.805363 -0.2408 -0.2212 0.1784 -1.11
C -2.644397 2.492734 2.400505 -0.1329 0.2380 -0.0202 1.00
C -3.150035 3.720168 1.980722 0.0454 0.0639 0.0431 -0.82
C -2.273906 4.689677 1.532065 0.0001 -0.0641 0.0005 -0.26
C -0.910013 4.427354 1.542188 -0.0352 0.0119 0.0847 -0.83
C -0.486723 3.200304 2.018522 0.0669 0.2808 0.0673 -0.10
N -1.333196 2.255063 2.424072 -0.2679 0.9772 0.4770 -0.44
C -2.349893 -2.132780 2.971803 0.0005 -0.2517 0.2409 0.36
C -2.732643 -3.401227 3.391195 0.0307 0.0078 0.0212 -0.68
C -1.863465 -4.460330 3.198494 0.0278 0.1057 -0.0427 -0.35
C -0.629775 -4.216818 2.605695 -0.0766 -0.0477 0.0051 -0.87
C -0.332993 -2.922919 2.210669 0.1221 -0.0549 -0.0422 -0.44
N -1.175137 -1.905210 2.374795 -0.2036 -0.7564 0.2366 -0.02
H -3.745157 1.405367 3.886123 -0.0459 0.1067 -0.0351 0.47
H -4.522003 1.475418 2.307991 0.0147 0.0631 0.0166 0.24
H -4.219370 3.886883 1.968679 -0.0016 -0.0240 -0.0217 0.39
H -2.648309 5.631997 1.151784 -0.0083 -0.0006 0.0090 0.37
H -0.193409 5.153211 1.182500 0.0081 -0.0058 0.0176 0.42
H 0.566376 2.940123 2.087892 -0.0203 -0.0255 -0.0166 0.36
H -3.698205 -3.509844 3.864564 0.0190 0.0091 0.0396 0.50
H -2.134202 -5.459191 3.517633 0.0023 -0.0118 -0.0178 0.40
H 0.087158 -5.012600 2.455598 0.0237 0.0257 -0.0090 0.44
H 0.619853 -2.678600 1.750601 -0.0104 0.0128 0.0383 0.51
C 1.381151 4.473089 -4.287520 -0.0354 -0.1616 0.0469 -1.74
C 1.878937 3.042374 -4.486816 0.0961 0.2196 -0.1336 0.46
C 3.385499 3.038800 -4.712433 -0.0338 -0.2124 0.0028 -1.00
C 3.881957 1.613447 -4.904833 -0.0463 0.1226 0.1050 -1.13
C 3.518278 0.796807 -3.695145 0.2031 -0.0687 -0.1159 1.00
C 4.314945 -0.253462 -3.288594 -0.1476 0.1224 -0.0095 -0.76
C 3.966217 -0.987755 -2.163679 -0.0818 -0.0128 0.0612 -0.01
F 4.770820 -2.004216 -1.793280 0.0385 -0.0235 -0.0006 -0.37
C 2.846465 -0.705363 -1.435450 0.0144 -0.0676 0.0987 -0.65
C 2.019290 0.349327 -1.835274 0.2084 0.0292 -0.1339 1.00
C 0.799922 0.609585 -1.053591 -0.0597 0.1685 -0.2953 0.86
O 0.546660 -0.083388 -0.059915 0.7394 -0.1217 -0.8108 -0.11
C -0.025667 1.666309 -1.580209 -0.3416 -0.1388 0.2247 -0.17
C 0.390500 2.371471 -2.662851 0.2224 -0.0522 -0.0396 -0.63
N 1.549190 2.180843 -3.334289 -0.2345 0.0766 0.0907 0.45
C 2.362961 1.117338 -2.960638 0.0366 -0.1634 0.1668 -1.21
C -1.426091 2.038502 -1.057960 -0.1305 0.3572 -0.4115 0.03
O -1.978771 2.999878 -1.606759 0.0995 -0.1750 0.0478 -0.92
O -1.899759 1.305433 -0.146900 -0.7517 1.5193 -2.1528 -0.40
H 1.832185 5.116233 -5.042871 0.0022 -0.0205 -0.0223 0.43
H 1.672577 4.836162 -3.300856 -0.0022 0.0384 -0.0122 0.38
H 0.300777 4.555839 -4.382953 -0.0028 0.0449 0.0265 0.51
H 1.398787 2.618388 -5.377174 0.0099 -0.0194 0.0115 0.12
H 3.877110 3.486997 -3.844288 0.0085 0.0455 -0.0124 0.33
H 3.613648 3.650234 -5.585735 -0.0378 0.0345 0.0063 0.38
H 4.961795 1.591689 -5.055018 -0.0001 -0.0214 -0.0165 0.43
H 3.417773 1.186822 -5.799754 0.0254 -0.0091 -0.0209 0.33
H 5.213561 -0.505132 -3.837222 0.0077 -0.0119 0.0043 0.47
H 2.588446 -1.260442 -0.542699 0.0071 0.0172 -0.0076 0.76
H -0.279287 3.146022 -3.005720 0.0286 0.0422 -0.0172 0.63
C 5.949751 -1.252451 4.772525 -0.0397 0.0453 0.0470 -1.13
C 4.708380 -0.469362 5.106384 -0.0852 0.0636 0.0549 0.88
C 4.511997 0.089824 6.365713 0.0326 -0.0153 -0.0274 -0.61
C 3.301187 0.743737 6.547611 0.0273 -0.0484 -0.0673 -0.19
N 2.394927 0.883195 5.599649 0.0361 0.1635 0.0110 -0.50
C 2.685826 0.369426 4.375064 0.0273 -0.3980 0.2163 -0.17
S 1.580620 0.591766 3.093611 -0.1097 0.0346 -0.4121 -0.17
N 3.814604 -0.349525 4.137772 0.1065 0.1034 -0.0297 -0.50
H 6.673229 -1.216131 5.587999 0.0107 -0.0278 -0.0219 0.32
H 6.400738 -0.848761 3.866290 0.0209 -0.0150 -0.0034 0.27
H 5.687725 -2.292326 4.571935 0.0089 -0.0044 0.0015 0.25
H 5.248367 0.007638 7.154062 -0.0211 -0.0145 0.0088 0.30
H 3.047437 1.174208 7.514756 0.0113 -0.0036 0.0005 0.39
C -3.073326 -2.451088 -0.285482 -0.0705 -0.1059 -0.1582 -0.56
N -2.249381 -1.482310 -1.015903 0.1241 -0.2025 0.3681 0.97
C -1.185146 -2.213638 -1.697864 -0.0685 -0.0697 -0.0764 -0.67
N -1.720822 -3.220854 -2.627412 0.0775 -0.0028 -0.0277 0.12
C -2.565714 -4.141873 -1.862090 -0.0404 -0.0089 0.0020 -0.70
N -3.664739 -3.458044 -1.179391 -0.0510 -0.0024 0.0396 0.09
C -4.465489 -2.759691 -2.185894 0.0294 -0.0551 0.0027 -0.65
N -3.674709 -1.796434 -2.953909 -0.0251 0.0575 -0.0386 0.10
C -3.090815 -0.827332 -2.013264 -0.0063 0.1011 -0.0526 -0.74
C -2.575536 -2.522770 -3.592098 0.0026 -0.0003 -0.0069 -0.70
H -3.867499 -1.915483 0.238728 0.0211 -0.0111 0.0295 0.16
H -2.451513 -2.974706 0.439053 -0.0015 0.0173 0.0558 0.07
H -0.558362 -2.707849 -0.951761 0.0076 -0.0041 -0.0149 0.06
H -0.566286 -1.513542 -2.264363 -0.0086 0.0225 0.0257 0.20
H -1.951833 -4.652441 -1.115973 0.0114 0.0194 -0.0076 0.33
H -2.981559 -4.889977 -2.542985 0.0076 0.0142 -0.0063 0.36
H -5.284008 -2.236371 -1.687239 0.0225 0.0216 -0.0006 0.36
H -4.888431 -3.498201 -2.873234 -0.0072 0.0175 0.0020 0.35
H -3.886166 -0.281292 -1.504233 0.0111 -0.0037 0.0031 0.08
H -2.495716 -0.106135 -2.578116 0.0251 -0.0036 0.0457 0.21
H -1.963639 -1.811176 -4.152509 -0.0045 -0.0132 -0.0020 0.33
H -2.991367 -3.255444 -4.289539 0.0011 0.0092 0.0058 0.35
```
Forces are in eV/Å.

As for the total charge: -1. The HOMO-LUMO gap comes out at 5.908 eV.

---

(2)
Computed, not measured: a 2-piece molecular cluster, C19H28N2O overall, with the ωB97M-V functional and the def2-TZVPD basis.

```
50
Properties=species:S:1:pos:R:3:forces:R:3:mulliken_charge:R:1
C -5.226552 -2.238295 -0.043083 5.3303 -4.9007 3.9394 -1.38
C -3.985559 -1.675768 -0.543714 4.8052 3.0447 1.2297 0.77
C -3.488609 -1.897870 -1.819274 3.6538 4.4549 4.4847 -1.09
C -2.208798 -1.199764 -2.222606 -1.0518 -0.2622 0.0349 -0.42
C -1.393242 -0.412916 -1.469240 -5.0437 -1.6977 5.6740 -0.35
C -1.842445 -0.269802 0.069541 -3.8861 -2.6715 -4.1373 0.13
C -3.072711 -0.733379 0.524099 4.1850 -1.1802 -16.6711 -1.76
H -3.353345 -0.882489 1.345658 -3.9058 -1.2724 12.4702 0.77
H -1.190555 0.124226 0.723612 2.1578 1.6349 2.0890 0.53
C -0.082752 0.064337 -1.692024 3.7738 0.1322 -2.4209 0.98
N 0.376697 1.146602 -0.868659 -1.8640 6.8424 -1.8584 0.19
C -0.533455 2.252907 -1.272503 -5.6703 0.8840 0.7001 -0.58
C -0.405002 3.657225 -0.555368 5.2970 -10.0632 5.9100 -1.27
C 0.995136 4.010018 -0.586657 2.5251 1.9776 0.0145 -1.37
C 2.067960 2.913096 -0.608289 -6.9621 3.4500 11.5046 -1.01
C 1.627333 1.863565 -1.265986 -3.3218 -6.2689 -6.7054 -1.28
H 2.249222 1.099026 -1.300303 3.8998 -3.3209 0.0472 0.91
H 1.623191 2.167246 -2.381875 -0.6609 -0.4778 0.9556 0.34
H 2.966603 3.126172 -0.795852 6.9105 2.4002 -1.6301 0.84
H 2.028082 2.631018 0.677415 0.6262 0.3261 -3.2022 0.01
H 1.326356 4.885597 -0.044786 -0.2829 -0.1200 1.3607 0.59
H 1.125565 4.475851 -1.471203 0.4713 1.4490 -4.1239 0.54
H -1.130594 4.246641 -0.449907 -5.6685 5.1002 -0.4648 1.01
H -0.454774 3.287537 0.863099 -0.1822 0.5699 -3.4673 0.13
H -1.561100 1.717058 -1.166717 1.1041 1.9026 0.5455 0.50
H -0.728399 2.595639 -2.334081 1.6084 -1.1087 0.0869 0.37
C 0.893574 -0.915072 -1.325209 5.3224 -11.4870 4.1176 -0.19
O 1.315996 -2.104766 -1.958170 -2.5491 7.5518 2.5181 -0.79
N 1.298972 -0.895338 0.158632 -0.0028 -2.3504 -6.8093 0.07
H 0.869294 -0.148695 0.612977 -0.2844 1.1085 1.4091 0.32
C 2.140616 -2.065289 0.751432 -3.9796 9.4153 6.0314 -0.50
C 3.399249 -1.277526 1.258972 -8.0628 -2.0738 5.8744 -1.47
H 3.753352 -0.571888 0.726888 2.1694 4.7137 -4.4007 0.57
H 4.081418 -1.908486 1.540262 4.1369 -3.6249 1.5256 0.60
C 2.800917 -0.550871 2.631424 1.9092 -7.4449 3.2729 -0.44
H 3.534777 -0.746478 3.541127 -0.8874 1.7878 -2.2083 0.35
H 2.497154 0.321642 2.297531 -1.0794 4.7913 -0.4925 0.23
C 1.498161 -1.409439 3.317586 13.3375 -7.1141 -8.7839 -1.37
H 1.797047 -2.008855 4.072693 0.7341 -1.2741 2.7063 0.46
H 0.789636 -0.919599 3.369798 -12.2423 8.6982 1.7053 0.69
C 1.242953 -2.428734 2.047060 17.2735 0.4950 1.4964 -1.46
H 0.392103 -2.642906 2.022317 -12.9825 -3.4426 -1.5935 1.14
H 1.925167 -3.395961 2.265075 -2.0448 1.4546 0.4196 0.22
H 2.387913 -2.557279 -0.022680 0.9092 -4.9105 -5.1682 1.08
H 0.137240 0.082351 -2.762312 -0.3117 1.0843 -0.6289 0.44
H -1.956911 -1.312381 -3.262734 0.2254 -0.1874 -0.3493 0.38
H -4.067589 -2.213309 -2.563015 -2.1540 -1.9841 -2.8790 0.44
H -5.665860 -1.749818 0.775541 -0.1291 0.0022 1.6598 0.41
H -5.001960 -3.459052 -0.043925 -1.1560 3.1198 0.7966 0.23
H -5.791471 -2.075727 -0.762569 -6.0002 0.8467 -6.5849 0.48
```
Forces are in eV/Å.

For the energy above the lowest of the compared OMol25 structures with the same formula, charge and spin, the calculation gives 1981.2 kJ/mol. As for the total charge: 0. The HOMO-LUMO gap comes out at 9.050 eV.

---

| no. | LUMO energy (eV) |
| --- | --- |
| 1 | 1.97 |
| 2 | 0.59 |